## A
Below is a gas-phase ion, C7H10N (charge +1), with properties calculated with ωB97M-V/def2-TZVPD.

Last column: natural (NBO) charge in e.
CARTESIAN COORDINATES (ANGSTROEM)
C: -1.6491 0.5652 -0.2469  0.378
C: 4.1166 -0.8047 -0.0165  0.012
C: -2.7337 0.0467 -0.6024  -0.239
C: 2.1073 0.4551 0.3524  -0.350
C: 0.7843 0.1270 -0.1720  0.230
C: -0.3421 0.9187 0.0473  -0.419
C: -3.8816 -0.5427 0.1802  -0.621
N: 3.1898 -0.0523 -0.4347  -0.410
H: 4.8965 -1.1007 -0.7061  0.185
H: 4.4151 -1.1888 0.9143  0.169
H: -2.9735 0.2945 -1.6587  0.309
H: 2.1624 1.5590 0.1829  0.253
H: 1.9303 0.2215 1.4893  0.260
H: 0.5812 -0.8628 -0.5273  0.221
H: -0.0219 1.9421 0.2519  0.254
H: -4.0833 -1.5285 -0.1648  0.262
H: -4.5519 0.2192 -0.1021  0.252
H: -3.9464 -0.2684 1.2133  0.255

Summary:
Charge ... +1
2S+1 ... 1
HOMO energy ... -0.4984 Ha
Orbital gap ... 7.34 eV

=====

## B
Below is a gas-phase ion, C7H10N (charge +1), with properties calculated with ωB97M-V/def2-TZVPD.

Last column: natural (NBO) charge in e.
CARTESIAN COORDINATES (ANGSTROEM)
C: -2.0889 0.1586 0.0696  -0.325
C: -3.0562 0.9660 0.1790  0.404
C: -1.7363 -1.2357 0.2998  -0.129
C: 0.0348 -0.1502 -1.4446  -0.210
C: 0.6978 0.2599 -0.0977  0.217
C: 1.5450 -0.7962 0.5329  -0.651
C: 0.8755 1.7450 0.2454  -0.640
N: -0.7470 -0.2036 -0.2389  -0.227
H: -1.6121 -1.5156 1.4500  0.278
H: -1.8899 -2.0845 -0.4228  0.268
H: -0.4391 0.6699 -2.0297  0.258
H: 0.2539 -1.1943 -1.8347  0.258
H: 1.6165 -0.6936 1.6691  0.251
H: 2.6098 -0.6364 0.2433  0.269
H: 1.2881 -1.7602 0.3604  0.227
H: -0.0047 2.1821 -0.0386  0.219
H: 1.7339 2.2898 -0.2947  0.274
H: 0.9190 1.9990 1.3521  0.259

Summary:
Charge ... +1
2S+1 ... 1
HOMO energy ... -0.5673 Ha
Orbital gap ... 9.55 eV

=====

Which is the most stable structure? A is the most stable.

=====

## A
Below is a single C7H14ClNO3Si molecule, with properties calculated with ωB97M-V/def2-TZVPD.

Last column: natural (NBO) charge in e.
CARTESIAN COORDINATES (ANGSTROEM)
Cl: -3.6711 0.0006 2.1288  -0.054
C: -3.3141 0.3673 0.4329  -0.891
Si: -1.4716 0.1570 0.0466  2.300
O: -1.1953 0.6059 -1.5120  -0.889
C: -0.0780 1.3476 -1.7748  -0.079
C: 1.2959 0.7062 -1.5953  -0.223
N: 1.4133 -0.2126 -0.4057  -0.491
C: 1.1563 -1.6360 -0.5630  -0.236
C: 0.1597 -2.0687 0.4765  -0.055
O: -1.0733 -1.4242 0.3441  -0.905
C: 1.7743 0.3686 0.9158  -0.245
C: 0.5275 0.7248 1.7027  -0.073
O: -0.5621 1.2234 0.9580  -0.903
H: -3.6887 1.3768 0.2411  0.248
H: -3.8672 -0.3790 -0.1533  0.244
H: -0.1312 2.2533 -1.1502  0.172
H: -0.1309 1.7205 -2.8087  0.177
H: 2.0898 1.4876 -1.4463  0.203
H: 1.5772 0.1194 -2.5100  0.192
H: 0.8132 -1.7942 -1.5878  0.213
H: 2.1391 -2.1545 -0.5008  0.184
H: -0.0303 -3.1581 0.4673  0.188
H: 0.5398 -1.8761 1.4714  0.165
H: 2.4379 1.2360 0.7409  0.201
H: 2.3922 -0.3649 1.4032  0.204
H: 0.1325 -0.1164 2.2169  0.169
H: 0.7650 1.4897 2.4618  0.185

Summary:
2S+1 ... 1
Structure (SMILES) ... ClC[Si]12OCCN(CCO1)CCO2
HOMO energy ... -0.3078 Ha
Orbital gap ... 9.27 eV

=====

## B
Below is a single C7H14ClNO3Si molecule, with properties calculated with ωB97M-V/def2-TZVPD.

Last column: natural (NBO) charge in e.
CARTESIAN COORDINATES (ANGSTROEM)
Cl: -3.9531 -1.1801 0.5929  -0.068
C: -2.4352 -1.6871 1.4102  -0.873
Si: -1.1119 -0.5483 0.6567  2.315
O: 0.3210 -0.6402 1.5729  -0.928
C: 1.5298 -1.2378 1.0762  -0.068
C: 2.0900 -0.5117 -0.2014  -0.231
N: 1.2790 0.5950 -0.6356  -0.489
C: 0.9533 1.7715 0.3740  -0.235
C: -0.5004 2.1650 0.4919  -0.056
O: -1.4239 1.0767 0.5134  -0.914
C: 0.6096 0.3671 -1.9265  -0.245
C: -0.7768 -0.2754 -1.8382  -0.101
O: -0.8616 -1.2300 -0.8388  -0.909
H: -2.3004 -2.7232 1.1786  0.248
H: -2.5726 -1.5639 2.5142  0.243
H: 1.3337 -2.3099 0.9346  0.172
H: 2.2242 -1.1384 1.8846  0.176
H: 2.9881 -0.0836 0.1355  0.181
H: 2.2813 -1.2749 -1.0042  0.213
H: 1.1881 1.3696 1.3424  0.221
H: 1.6007 2.6551 0.1704  0.202
H: -0.7659 2.7800 -0.4200  0.176
H: -0.5934 2.8717 1.3839  0.195
H: 1.2327 -0.2210 -2.6041  0.204
H: 0.5010 1.2863 -2.5684  0.200
H: -1.2416 -0.7269 -2.7234  0.191
H: -1.5956 0.4143 -1.4718  0.179

Summary:
2S+1 ... 1
Structure (SMILES) ... ClC[Si]12OCCN(CCO1)CCO2
HOMO energy ... -0.3059 Ha
Orbital gap ... 9.19 eV

=====

Which is the most stable structure? A is the most stable.

=====

## A
Below is a molecular structure, C4H10NO, with properties calculated with ωB97M-V/def2-TZVPD.

Last column: natural (NBO) charge in e.
CARTESIAN COORDINATES (ANGSTROEM)
C: 0.0025 -1.6426 0.2477  0.109
C: -0.8939 -0.0066 -0.5210  0.267
C: -1.7842 0.9751 0.1541  -0.653
C: 1.7270 0.0809 -0.2411  -0.450
N: 0.3600 -0.2391 0.2590  -0.391
O: -1.2916 -1.3974 -0.2132  -0.484
H: 0.6168 -2.2562 -0.3607  0.201
H: 0.0375 -2.1059 1.3077  0.206
H: -0.8726 0.0977 -1.6270  0.240
H: -1.9210 0.7201 1.1733  0.233
H: -2.6226 0.8187 -0.4027  0.256
H: -1.5024 2.0635 -0.1155  0.255
H: 1.7505 0.2281 -1.3185  0.251
H: 2.1915 0.9607 0.3569  0.261
H: 2.3870 -0.8095 -0.1582  0.247
H: 0.2483 0.0461 1.2619  0.454

Summary:
Charge ... +1
2S+1 ... 1
HOMO energy ... -0.5652 Ha
Orbital gap ... 11.96 eV

=====

## B
Below is a gas-phase ion, C4H10NO (charge +1), with properties calculated with ωB97M-V/def2-TZVPD.

Last column: natural (NBO) charge in e.
CARTESIAN COORDINATES (ANGSTROEM)
N: -2.5781 0.4072 0.9466  -0.672
C: -1.2748 0.9932 0.4233  -0.204
C: -0.1565 -0.0377 0.4965  -0.425
C: 1.1037 0.4500 -0.2324  -0.510
C: 1.9914 -0.7531 -0.5223  0.433
O: 1.9284 -1.3348 -1.5698  -0.478
H: -2.5673 -0.0174 1.8776  0.449
H: -3.2935 1.1379 0.9191  0.447
H: -2.9382 -0.3066 0.3070  0.442
H: -1.4721 1.2880 -0.6035  0.234
H: -1.0713 1.8548 1.0485  0.232
H: -0.5105 -0.9317 -0.0180  0.224
H: 0.1096 -0.2184 1.5372  0.228
H: 1.6838 1.1853 0.3306  0.234
H: 0.8833 0.8817 -1.2156  0.237
H: 2.6761 -1.0883 0.2671  0.128

Summary:
Charge ... +1
2S+1 ... 1
Structure (SMILES) ... [NH3+]CCCC=O
HOMO energy ... -0.4834 Ha
Orbital gap ... 9.13 eV

=====

## C
Below is 2 unconnected molecules or ions with the total composition C4H10NO, with properties calculated with ωB97M-V/def2-TZVPD.

Last column: natural (NBO) charge in e.
CARTESIAN COORDINATES (ANGSTROEM)
C: 3.1867 -0.4900 0.4680  -0.290
C: 2.6148 0.4056 -0.3259  -0.511
C: -0.9013 0.5571 0.3397  0.549
C: -2.8815 -0.6249 -0.3350  -0.439
N: -2.1617 0.3911 0.3936  -0.473
O: -0.1872 -0.1612 -0.4174  -0.598
H: 3.3515 -0.1694 1.4658  0.215
H: 3.6932 -1.3192 -0.0062  0.230
H: 2.2033 1.4611 -0.1338  0.199
H: 0.7266 0.1857 -0.5358  0.546
H: -0.4088 1.2771 0.9646  0.207
H: -2.8765 -1.5991 0.3679  0.246
H: -3.7912 -0.2856 -0.6961  0.241
H: -2.3012 -0.7649 -1.2176  0.235
H: 2.5446 0.3059 -1.3395  0.199
H: -2.8114 0.8309 1.0076  0.445

Summary:
Charge ... +1
2S+1 ... 1
HOMO energy ... -0.5289 Ha
Orbital gap ... 10.68 eV

=====

## D
Below is a gas-phase ion, C4H10NO (charge +1), with properties calculated with ωB97M-V/def2-TZVPD.

Last column: natural (NBO) charge in e.
CARTESIAN COORDINATES (ANGSTROEM)
C: 1.2559 -1.5126 -0.0476  -0.437
N: 0.7523 -0.2375 0.4274  -0.482
C: -0.4369 0.2440 -0.3140  -0.167
C: -0.3831 1.8085 0.0056  -0.577
C: -1.7750 -0.4308 0.0331  0.399
O: -2.5849 -0.6829 -0.8215  -0.413
H: 1.3776 -1.3908 -1.1992  0.244
H: 2.2204 -1.7495 0.3689  0.249
H: 0.6132 -2.3418 0.1298  0.250
H: 0.6014 -0.2417 1.4171  0.432
H: 1.3528 0.5331 0.3587  0.438
H: -0.2495 0.3111 -1.4550  0.266
H: -0.1254 1.9267 0.9846  0.202
H: -1.1974 2.2446 -0.3417  0.247
H: 0.4584 2.1706 -0.6275  0.221
H: -1.8797 -0.6510 1.0813  0.127

Summary:
Charge ... +1
2S+1 ... 1
Structure (SMILES) ... C[NH2+][C@H](C)C=O
HOMO energy ... -0.5408 Ha
Orbital gap ... 10.98 eV

=====

Which is the most stable structure? B is the most stable.

=====

## A
Below is 2 unconnected molecules or ions with the total composition C4H10NO, with properties calculated with ωB97M-V/def2-TZVPD.

Last column: natural (NBO) charge in e.
CARTESIAN COORDINATES (ANGSTROEM)
C: 2.0942 -1.3274 -0.2410  -0.498
C: -1.2185 1.3892 -0.1439  -0.449
C: -2.2386 -0.7486 0.2336  0.124
C: 1.7306 -0.2630 0.4597  0.087
N: -1.2380 -0.0334 -0.0588  -0.387
O: 1.8238 1.0310 0.0553  -0.694
H: 1.9918 -2.3189 0.1597  0.233
H: -0.3889 1.7774 0.4531  0.268
H: -2.1580 1.8310 0.1858  0.234
H: -1.0183 1.6901 -1.1743  0.251
H: -3.2028 -0.2925 0.4346  0.227
H: -0.3006 -0.4619 -0.1935  0.461
H: -2.1602 -1.8256 0.2884  0.234
H: 2.5549 -1.2361 -1.2120  0.217
H: 1.3161 -0.3262 1.4586  0.194
H: 2.4125 1.1148 -0.7054  0.497

Summary:
Charge ... +1
2S+1 ... 1
HOMO energy ... -0.4922 Ha
Orbital gap ... 8.48 eV

=====

## B
Below is 2 unconnected molecules or ions with the total composition C4H10NO, with properties calculated with ωB97M-V/def2-TZVPD.

Last column: natural (NBO) charge in e.
CARTESIAN COORDINATES (ANGSTROEM)
C: 1.8217 -2.8941 0.5261  -0.472
C: 1.0368 -1.9515 0.8722  0.102
C: -1.9807 1.5519 0.0383  -0.487
C: -0.1411 1.8130 -1.4725  0.121
N: -0.6128 1.3874 -0.3914  -0.406
O: 1.2285 -0.6556 0.5888  -0.739
H: 1.5477 -3.9663 0.6716  0.238
H: 2.9203 -2.8139 0.1600  0.214
H: 0.1177 -2.1351 1.2945  0.185
H: -2.5234 2.5394 0.0389  0.273
H: -2.5372 0.8575 -0.6547  0.250
H: -2.2253 1.2596 1.1005  0.266
H: -0.6942 2.6064 -2.0936  0.233
H: 0.7043 1.2976 -1.9724  0.239
H: 2.1992 -0.5054 0.5494  0.504
H: -0.0090 0.6420 0.0298  0.481

Summary:
Charge ... +1
2S+1 ... 1
HOMO energy ... -0.4756 Ha
Orbital gap ... 7.94 eV

=====

## C
Below is 3 unconnected molecules or ions with the total composition C4H10NO, with properties calculated with ωB97M-V/def2-TZVPD.

Last column: natural (NBO) charge in e.
CARTESIAN COORDINATES (ANGSTROEM)
C: 1.9767 -0.8482 0.3645  0.183
C: -1.2345 0.1024 0.2666  -0.343
C: -1.6312 -1.2354 0.2196  -0.503
C: -0.5470 2.0872 -0.5466  0.063
N: 1.8004 -1.8456 -0.4896  -0.562
O: -0.1378 2.5729 0.6326  -0.672
H: 2.0266 -0.9818 1.4711  0.260
H: 2.2814 0.0845 -0.1078  0.234
H: -0.9839 0.4923 1.2883  0.133
H: -1.8933 -1.7870 1.1029  0.211
H: -2.0177 -1.6361 -0.7344  0.205
H: 0.1488 1.9618 -1.3520  0.192
H: -1.7106 2.2802 -0.8797  0.222
H: 1.6811 -2.8023 -0.0903  0.441
H: 1.8270 -1.8059 -1.4217  0.425
H: -0.9249 2.7244 1.2376  0.511

Summary:
Charge ... +1
2S+1 ... 1
HOMO energy ... -0.4448 Ha
Orbital gap ... 6.35 eV

=====

Which is the most stable structure? A is the most stable.